{"formula": "C36H53CrN5OSSi4Te", "method": "the ωB97M-V functional and the def2-TZVPD basis", "species": ["Cr", "C", "C", "C", "C", "N", "C", "C", "C", "C", "C", "C", "N", "C", "C", "C", "C", "C", "N", "H", "H", "H", "H", "H", "H", "H", "H", "H", "H", "H", "C", "C", "N", "C", "C", "C", "S", "N", "C", "O", "C", "C", "C", "C", "C", "C", "H", "H", "H", "H", "H", "H", "H", "H", "H", "H", "H", "H", "H", "H", "H", "C", "Si", "C", "C", "Si", "Te", "Si", "C", "C", "C", "Si", "C", "C", "C", "H", "H", "H", "H", "H", "H", "H", "H", "H", "H", "H", "H", "H", "H", "H", "H", "H", "H", "H", "H", "H", "H", "H", "H", "H", "H", "H"], "coordinates": [[-0.89323, 0.99692, -0.16532], [-2.69026, -0.80911, -3.68299], [-3.99084, -0.34091, -3.60198], [-4.33686, 0.51620, -2.57416], [-3.37770, 0.88160, -1.64668], [-2.12875, 0.39298, -1.70995], [-1.79205, -0.41865, -2.71199], [-3.60813, 1.84758, -0.53624], [-4.67670, 2.67475, -0.41939], [-4.64002, 3.67817, 0.59692], [-3.54627, 3.80625, 1.40136], [-2.47039, 2.90886, 1.26414], [-2.56491, 1.91187, 0.31226], [-1.24468, 2.90572, 1.98282], [-0.91054, 3.79557, 3.02748], [0.27120, 3.64203, 3.69396], [1.13483, 2.57907, 3.35313], [0.77548, 1.75779, 2.31801], [-0.35750, 1.91288, 1.61359], [-2.37370, -1.47358, -4.47495], [-4.72871, -0.64018, -4.33585], [-5.34244, 0.90268, -2.48245], [-0.76473, -0.75280, -2.71349], [-5.51400, 2.59908, -1.09937], [-5.46710, 4.36766, 0.70202], [-3.49147, 4.60969, 2.12466], [-1.59528, 4.59087, 3.29103], [0.53745, 4.32857, 4.48942], [2.06288, 2.40871, 3.88064], [1.40109, 0.93019, 2.00592], [4.91702, 0.91994, 0.86502], [4.28695, 1.13504, -0.50365], [3.41179, 2.31048, -0.54765], [4.07102, 3.61428, -0.37125], [3.94104, 4.19790, 1.03211], [2.07990, 2.25138, -0.69709], [1.35035, 0.67536, -0.89031], [1.46777, 3.44618, -0.61560], [0.18715, 3.60282, -0.94532], [-0.59094, 2.72059, -1.37541], [-0.37646, 4.98529, -0.77776], [0.38300, 6.02407, -0.24925], [-0.17664, 7.28426, -0.09037], [-1.49505, 7.51344, -0.46668], [-2.25223, 6.47977, -1.00240], [-1.69328, 5.21873, -1.15436], [5.49516, -0.00658, 0.85993], [4.14438, 0.83662, 1.63299], [5.59071, 1.73409, 1.13791], [3.70777, 0.26286, -0.77919], [5.06446, 1.26592, -1.26020], [3.65187, 4.30593, -1.09593], [5.12208, 3.46058, -0.61955], [2.89306, 4.21880, 1.33340], [4.32873, 5.21980, 1.04189], [4.49990, 3.61418, 1.76513], [1.41087, 5.82861, 0.03026], [0.41737, 8.09066, 0.32227], [-1.93076, 8.49716, -0.34094], [-3.27772, 6.65494, -1.30344], [-2.26980, 4.40022, -1.56615], [2.90372, -5.27970, -0.32685], [2.23504, -3.52930, -0.25263], [3.10461, -2.60986, 1.12367], [2.62640, -2.68296, -1.86780], [-0.05978, -3.55081, 0.16089], [-0.82032, -1.28015, 0.87189], [-1.17284, -4.45613, -1.67596], [-0.88172, -6.30758, -1.73020], [-3.00807, -4.13647, -1.53225], [-0.57264, -3.79022, -3.32245], [-0.59071, -4.66249, 2.14758], [-2.41656, -4.49936, 2.48884], [-0.14631, -6.47805, 2.04155], [0.38884, -3.89124, 3.53666], [3.98550, -5.26807, -0.50218], [2.43788, -5.85761, -1.13254], [2.71934, -5.81019, 0.61348], [4.14832, -2.40754, 0.85578], [3.09443, -3.18316, 2.05613], [2.60042, -1.65320, 1.31059], [3.71162, -2.62418, -2.00924], [2.22499, -1.66682, -1.87662], [2.20241, -3.22278, -2.71996], [-1.18311, -6.78977, -0.79579], [0.17685, -6.53604, -1.89418], [-1.45601, -6.76166, -2.54595], [-3.43467, -4.67659, -0.68036], [-3.53125, -4.45697, -2.43985], [-3.20315, -3.06966, -1.37440], [0.37989, -4.24830, -3.60480], [-0.42218, -2.71125, -3.30633], [-1.30555, -4.02652, -4.10201], [-3.00447, -5.08999, 1.77732], [-2.72408, -3.45301, 2.39297], [-2.65568, -4.84129, 3.50138], [-0.76516, -7.00211, 1.30723], [-0.29969, -6.95917, 3.01426], [0.90133, -6.61876, 1.75566], [0.33644, -2.79948, 3.47502], [1.44284, -4.18328, 3.47981], [-0.00304, -4.20203, 4.51075]], "forces_ev_per_a": [[1.2, 1.0, -1.1], [0.1, -0.1, -0.1], [-0.1, 0.0, 0.0], [-0.2, 0.0, -0.1], [-0.1, 0.2, 0.3], [-0.1, 0.0, -0.3], [0.0, 0.0, 0.1], [0.6, -0.3, -0.1], [-0.5, 0.4, 0.1], [-0.1, -0.1, -0.2], [-0.1, 0.1, 0.1], [0.2, -0.4, -0.2], [-0.4, 0.3, 0.2], [0.0, -0.2, -0.1], [0.0, 0.0, 0.0], [0.1, 0.0, 0.0], [0.0, 0.1, 0.1], [-0.1, 0.0, -0.2], [0.0, 0.4, 0.1], [0.0, 0.0, 0.0], [0.0, 0.0, 0.0], [0.0, 0.0, 0.0], [0.0, 0.0, 0.0], [0.0, 0.1, 0.0], [0.0, 0.0, 0.0], [0.0, -0.1, 0.0], [0.0, 0.0, 0.0], [0.0, 0.0, 0.0], [0.0, 0.0, 0.0], [0.0, 0.0, 0.0], [0.0, 0.0, 0.0], [0.0, 0.1, 0.0], [0.3, -0.1, 0.1], [0.0, -0.1, 0.0], [-0.1, -0.1, 0.0], [-0.2, 0.1, 0.0], [0.3, 0.0, 0.1], [0.0, -0.1, 0.0], [0.2, 0.2, 0.1], [-0.5, -0.3, 0.2], [0.2, -0.1, -0.1], [0.1, 0.1, 0.0], [0.0, -0.1, 0.0], [0.0, 0.0, 0.0], [0.0, -0.1, 0.0], [-0.1, 0.1, 0.0], [0.0, 0.0, 0.0], [0.0, 0.0, 0.0], [0.0, 0.0, 0.0], [0.0, 0.0, 0.0], [0.0, 0.0, 0.0], [0.0, 0.0, -0.1], [0.0, 0.0, 0.0], [0.1, 0.0, 0.0], [0.0, -0.1, 0.0], [0.0, 0.0, 0.0], [0.0, 0.0, 0.0], [0.0, 0.0, 0.0], [0.0, 0.0, 0.0], [0.0, 0.0, 0.0], [0.0, 0.0, 0.0], [0.0, -0.2, 0.0], [0.0, 0.0, 0.1], [0.1, 0.2, 0.2], [0.0, 0.1, -0.3], [0.1, 0.2, -0.3], [-0.5, -1.2, 1.2], [-0.1, -0.1, 0.1], [0.0, -0.2, 0.1], [-0.2, 0.1, 0.1], [0.1, 0.1, -0.2], [0.1, -0.1, 0.0], [-0.3, 0.1, 0.0], [0.1, -0.2, 0.0], [0.2, 0.2, 0.1], [-0.1, 0.0, 0.0], [0.1, 0.0, 0.1], [0.1, 0.0, -0.1], [-0.1, 0.0, 0.0], [0.0, 0.1, -0.1], [0.1, -0.1, 0.0], [-0.1, 0.0, 0.0], [0.1, 0.0, 0.0], [0.1, 0.1, 0.1], [0.0, 0.0, -0.1], [-0.1, 0.0, 0.0], [0.1, 0.0, 0.1], [0.0, 0.1, -0.1], [0.0, 0.0, 0.1], [0.0, -0.1, 0.0], [-0.1, 0.0, 0.0], [0.0, 0.0, -0.1], [0.1, 0.0, 0.0], [0.0, 0.1, 0.1], [0.0, -0.1, 0.0], [0.0, 0.0, -0.1], [0.1, 0.0, 0.1], [0.0, 0.0, -0.1], [-0.1, 0.0, 0.1], [0.0, -0.1, 0.1], [-0.1, 0.0, 0.0], [0.0, 0.0, -0.1]], "e_homo_ev": [-5.3, -6.9], "multiplicity": 5, "lumo_energy_ev": [-0.2, -0.4], "e_tot_ha": -4621.4931, "s_squared": 6.0880}

---

{"formula": "C36H54AgIO27", "method": "the ωB97M-V functional and the def2-TZVPD basis", "species": ["Ag", "I", "C", "C", "C", "O", "C", "O", "O", "H", "H", "H", "H", "H", "H", "C", "C", "C", "O", "C", "O", "O", "H", "H", "H", "H", "H", "H", "C", "C", "C", "O", "C", "O", "O", "H", "H", "H", "H", "H", "H", "C", "C", "C", "O", "C", "O", "O", "H", "H", "H", "H", "H", "H", "C", "C", "C", "O", "C", "O", "O", "H", "H", "H", "H", "H", "H", "C", "C", "C", "O", "C", "O", "O", "H", "H", "H", "H", "H", "H", "C", "C", "C", "O", "C", "O", "O", "H", "H", "H", "H", "H", "H", "C", "C", "C", "O", "C", "O", "O", "H", "H", "H", "H", "H", "H", "C", "C", "C", "O", "C", "O", "O", "H", "H", "H", "H", "H", "H"], "coordinates": [[-0.27963, 0.32473, -2.19638], [-0.09919, -0.93899, 0.49682], [-5.93225, 3.05391, -0.28820], [-4.68831, 3.57323, -0.97426], [-3.87796, 4.37222, -0.03054], [-2.62482, 3.81058, -0.02099], [-2.62505, 2.83700, -0.99926], [-1.57116, 2.32665, -1.47169], [-3.89861, 2.50300, -1.39107], [-6.63215, 3.88830, -0.33335], [-5.83078, 2.83970, 0.77571], [-6.35437, 2.35783, -1.01303], [-4.90786, 4.17694, -1.85485], [-4.33104, 4.38088, 0.96080], [-3.78188, 5.41320, -0.33911], [3.64567, 4.92083, 0.58947], [2.58538, 4.76141, -0.47312], [3.21050, 4.81428, -1.83367], [2.80638, 3.55350, -2.47005], [2.04662, 2.81323, -1.62301], [1.47828, 1.76427, -1.81644], [1.86673, 3.45039, -0.44154], [3.07848, 4.90458, 1.52013], [4.06342, 5.92465, 0.51243], [4.35925, 4.09800, 0.63275], [1.85516, 5.56921, -0.52150], [4.28495, 4.89774, -1.67034], [2.77659, 5.57016, -2.48826], [-4.28637, -0.24368, 1.55570], [-4.31747, 0.15456, 3.00932], [-2.98483, 0.65819, 3.58042], [-3.22988, 1.99753, 3.62340], [-4.47040, 2.35094, 3.31108], [-4.96790, 3.46061, 3.49384], [-5.13167, 1.28145, 2.95142], [-3.36470, -0.79013, 1.35561], [-4.16916, 0.64166, 0.93077], [-5.18885, -0.63465, 1.08583], [-4.74604, -0.73329, 3.47424], [-2.28355, 0.55071, 2.75293], [-2.56033, 0.40152, 4.55100], [5.14523, 0.93792, -2.56579], [4.70289, -0.40496, -3.08362], [4.72057, -1.59148, -2.10111], [3.43402, -2.12966, -2.32739], [2.66592, -1.25746, -2.89014], [1.46016, -1.08470, -2.72717], [3.33989, -0.32538, -3.58495], [4.71191, 1.31554, -1.63965], [4.78229, 1.65012, -3.30683], [6.23370, 0.98393, -2.53085], [5.36856, -0.61543, -3.92069], [4.98499, -1.41293, -1.05885], [5.30280, -2.33460, -2.64598], [0.52228, -5.43835, -6.34603], [-0.69920, -5.25964, -5.45650], [-0.58665, -5.96489, -4.12260], [-0.56399, -4.74057, -3.26450], [-0.83238, -3.57399, -3.90100], [-0.92066, -2.49668, -3.39858], [-0.94431, -3.87289, -5.28780], [0.74220, -6.44573, -6.69946], [1.36813, -4.96093, -5.85136], [0.29517, -4.88512, -7.25733], [-1.59089, -5.54502, -6.01466], [0.38924, -6.44971, -4.14875], [-1.43535, -6.64882, -4.11443], [0.22319, -5.13413, 0.63446], [1.03625, -4.66268, -0.51805], [2.36859, -4.22581, -0.12099], [3.28063, -5.10876, -0.65555], [2.66795, -5.97077, -1.49180], [3.06788, -6.81947, -2.26594], [1.41512, -5.77879, -1.31650], [0.66215, -6.04288, 1.04626], [-0.85074, -5.21725, 0.46750], [0.15482, -4.57620, 1.56834], [0.52092, -3.95240, -1.16461], [2.44622, -4.09651, 0.95853], [2.56424, -3.37172, -0.76935], [4.18847, 0.83773, 3.27827], [4.93316, 1.13129, 4.56427], [6.17413, 2.00069, 4.21532], [5.94544, 3.15052, 4.97837], [4.69555, 3.11519, 5.49717], [4.16953, 4.12630, 5.95344], [4.16278, 1.89981, 5.32345], [3.28288, 0.23629, 3.35748], [4.86012, 0.40512, 2.53677], [3.80189, 1.72358, 2.77435], [5.16185, 0.18741, 5.05913], [6.29966, 2.27998, 3.16921], [7.05315, 1.41734, 4.48940], [0.93688, 0.71490, 5.94775], [0.83792, 1.94073, 5.08228], [0.18701, 1.92642, 3.70010], [-0.41846, 3.23042, 3.55643], [-0.72109, 3.62956, 4.75600], [-1.49967, 4.42210, 5.09063], [-0.03865, 2.90704, 5.66269], [1.61325, 0.74660, 6.80193], [1.37920, -0.11243, 5.39279], [-0.04374, 0.43396, 6.33188], [1.73603, 2.47957, 4.78039], [-0.45181, 1.05988, 3.52950], [1.01039, 1.86590, 2.98843], [-6.87317, -1.62207, -1.62546], [-5.44044, -1.95264, -2.07465], [-5.21788, -2.05013, -3.60824], [-3.92711, -1.44408, -3.75292], [-3.58203, -0.81072, -2.54479], [-2.52339, -0.33206, -2.35546], [-4.58594, -1.01221, -1.61367], [-6.98645, -1.15114, -0.64899], [-7.38104, -2.58468, -1.56595], [-7.48954, -1.02096, -2.29393], [-5.00582, -2.89714, -1.74734], [-5.89171, -1.35246, -4.10553], [-5.42607, -3.07378, -3.91952]], "forces_ev_per_a": [[-0.4, -0.1, -0.1], [0.0, 0.0, 0.1], [-0.7, 1.3, -1.5], [-2.3, 0.4, 0.2], [-0.9, 2.3, 1.2], [1.8, -2.5, -1.8], [3.4, -1.7, -1.1], [-4.0, 2.0, 2.0], [3.2, -0.1, 0.3], [-0.2, 0.2, 0.2], [0.2, -0.8, -0.3], [-0.2, -0.7, 0.8], [-0.4, -0.2, -0.1], [0.3, -0.1, 0.2], [-0.1, 0.1, -0.1], [-1.9, -0.1, 1.0], [-0.5, -0.4, -0.6], [-0.4, -1.1, -1.0], [0.1, -0.9, 0.5], [-0.9, 0.9, 0.8], [1.6, 0.9, -0.6], [1.3, 1.3, -0.3], [0.3, 0.0, 0.4], [0.4, -0.2, -0.1], [0.2, 0.2, -0.4], [-0.3, -0.3, 1.1], [0.1, -0.2, -0.9], [0.5, 0.2, 0.2], [1.6, 0.4, -1.4], [-0.3, -2.3, -1.3], [0.0, -0.7, -1.7], [0.8, 3.5, 0.6], [-1.3, 3.2, 2.1], [1.4, -2.5, -1.2], [-2.2, 0.0, 0.8], [-0.3, -0.8, -0.3], [0.3, 0.5, 0.1], [0.0, -0.7, 0.8], [-0.4, 0.6, 1.0], [0.6, -0.6, 0.4], [-0.4, -0.8, -0.1], [-0.4, 0.7, -0.4], [0.8, 0.9, 0.0], [0.8, -0.5, -2.7], [-1.0, -1.5, 1.6], [-3.5, 3.6, -0.4], [2.0, -2.0, -0.4], [1.2, -0.8, 0.9], [0.0, -0.6, 0.3], [0.3, 0.2, -0.2], [0.0, 0.0, 0.1], [-0.3, -0.2, -0.2], [-0.3, 0.0, -0.1], [0.9, -0.1, 1.2], [-0.5, 0.9, -0.5], [-0.3, -0.6, -2.5], [0.4, 2.5, -1.3], [-0.4, -1.2, 1.0], [0.2, -1.4, -2.3], [-0.1, -0.9, -0.3], [0.4, 1.3, 3.0], [-0.1, -0.2, 0.6], [0.3, -0.2, -0.1], [0.3, 0.2, -0.1], [0.0, -0.6, 0.0], [-0.2, -0.1, 1.0], [0.0, 0.2, 1.5], [-1.4, -0.6, 1.5], [-1.0, -0.8, -0.1], [0.9, 3.0, -0.3], [3.1, -2.1, -0.4], [1.1, -1.4, -0.8], [0.6, 1.7, 1.5], [-4.7, -0.8, -1.1], [-0.3, -0.5, -0.5], [0.1, -0.7, -0.7], [0.8, 1.2, -0.3], [-0.1, -0.1, 0.1], [0.5, 0.1, -0.2], [0.0, 1.0, 1.3], [-0.5, -0.3, -1.1], [1.3, -1.9, -3.7], [0.2, -1.4, 0.3], [0.2, 0.3, 0.4], [-0.6, 3.9, 0.7], [1.0, -3.3, -0.9], [-2.3, 2.3, 2.9], [0.2, -0.5, 0.4], [0.0, -0.4, 0.1], [0.3, 0.6, 0.3], [0.3, 0.1, 0.2], [-0.4, -0.1, -0.1], [0.3, 0.6, 0.4], [0.4, -0.5, -0.2], [-0.7, 1.9, -1.0], [1.2, -1.0, -0.9], [0.6, -1.9, -2.2], [0.6, -1.2, 2.1], [-1.7, 2.4, 0.1], [0.4, -0.3, 2.0], [-0.1, 0.9, 0.0], [-0.3, -0.2, -0.4], [0.0, 0.0, -0.2], [0.8, -0.3, 1.3], [-0.6, 0.5, 0.0], [-0.3, 0.0, -0.4], [-0.3, -1.3, -0.1], [-1.9, -1.5, -1.1], [-1.2, 2.0, 1.1], [0.6, 0.0, 1.5], [-1.5, -2.4, -1.0], [-0.1, 0.8, 0.3], [3.3, 3.0, -0.6], [0.6, -0.1, 0.1], [-0.3, 0.0, 0.1], [0.5, 0.1, -0.4], [-0.8, -0.4, 0.8], [-0.3, -0.3, -0.3], [1.0, 0.1, -0.4]], "e_homo_ev": [-12.2, -12.0], "multiplicity": 2, "lumo_energy_ev": [-2.0, -6.1], "e_tot_ha": -3880.0160, "s_squared": 0.7528, "charge": 1}